{"formula": "C93H204N12O12", "method": "wB97M-V/def2-TZVPD", "species": ["C", "C", "C", "C", "C", "C", "C", "C", "C", "N", "O", "H", "H", "H", "H", "H", "H", "H", "H", "H", "H", "H", "H", "H", "H", "H", "H", "H", "H", "H", "C", "C", "C", "C", "C", "C", "C", "C", "C", "N", "O", "H", "H", "H", "H", "H", "H", "H", "H", "H", "H", "H", "H", "H", "H", "H", "H", "H", "H", "H", "C", "C", "C", "C", "C", "C", "C", "C", "C", "N", "O", "H", "H", "H", "H", "H", "H", "H", "H", "H", "H", "H", "H", "H", "H", "H", "H", "H", "H", "H", "C", "C", "C", "C", "C", "C", "C", "C", "C", "N", "O", "H", "H", "H", "H", "H", "H", "H", "H", "H", "H", "H", "H", "H", "H", "H", "H", "H", "H", "H", "C", "C", "C", "C", "C", "C", "C", "C", "C", "N", "O", "H", "H", "H", "H", "H", "H", "H", "H", "H", "H", "H", "H", "H", "H", "H", "H", "H", "H", "H", "C", "C", "C", "C", "C", "C", "C", "C", "C", "N", "O", "H", "H", "H", "H", "H", "H", "H", "H", "H", "H", "H", "H", "H", "H", "H", "H", "H", "H", "H", "C", "C", "C", "C", "C", "C", "C", "C", "C", "N", "O", "H", "H", "H", "H", "H", "H", "H", "H", "H", "H", "H", "H", "H", "H", "H", "H", "H", "H", "H", "C", "C", "C", "C", "C", "C", "C", "C", "C", "N", "O", "H", "H", "H", "H", "H", "H", "H", "H", "H", "H", "H", "H", "H", "H", "H", "H", "H", "H", "H", "C", "C", "C", "C", "C", "C", "C", "C", "C", "N", "O", "H", "H", "H", "H", "H", "H", "H", "H", "H", "H", "H", "H", "H", "H", "H", "H", "H", "H", "H", "C", "O", "C", "C", "C", "N", "H", "H", "H", "H", "H", "H", "H", "H", "H", "H", "H", "C", "O", "C", "C", "C", "N", "H", "H", "H", "H", "H", "H", "H", "H", "H", "H", "H", "C", "O", "C", "C", "C", "N", "H", "H", "H", "H", "H", "H", "H", "H", "H", "H", "H"], "positions_angstrom": [[0.322, 1.254, -4.279], [-0.226, 2.482, -5.093], [-1.749, 2.647, -4.786], [0.492, 3.756, -4.534], [0.531, 4.924, -5.615], [1.104, 4.311, -6.897], [0.165, 3.188, -7.493], [-1.113, 3.891, -8.050], [0.969, 2.654, -8.720], [0.005, 2.172, -6.481], [-0.695, 1.113, -7.010], [1.260, 0.789, -4.582], [0.417, 1.481, -3.217], [-0.452, 0.486, -4.293], [-2.079, 3.685, -4.818], [-2.470, 2.167, -5.449], [-2.094, 2.171, -3.869], [-0.064, 4.244, -3.733], [1.497, 3.474, -4.219], [-0.315, 5.583, -5.813], [1.321, 5.610, -5.310], [2.061, 3.924, -6.544], [1.171, 5.170, -7.565], [-0.997, 4.450, -8.979], [-1.704, 4.438, -7.316], [-1.842, 3.224, -8.510], [2.020, 2.406, -8.576], [1.202, 3.432, -9.446], [0.636, 1.774, -9.272], [-0.029, 0.446, -6.830], [4.790, -4.111, -5.755], [5.387, -3.967, -4.348], [6.702, -4.686, -4.415], [5.476, -2.485, -4.045], [4.183, -1.812, -3.596], [3.738, -2.492, -2.355], [3.335, -4.016, -2.710], [3.034, -4.648, -1.333], [2.018, -4.102, -3.659], [4.524, -4.691, -3.337], [4.381, -6.069, -3.620], [5.447, -4.071, -6.624], [4.163, -5.002, -5.718], [4.186, -3.225, -5.952], [7.067, -4.468, -3.411], [6.724, -5.748, -4.167], [7.393, -4.438, -5.220], [6.279, -2.161, -3.383], [5.803, -2.028, -4.979], [4.398, -0.781, -3.316], [3.423, -1.836, -4.377], [2.961, -1.942, -1.824], [4.581, -2.538, -1.665], [2.883, -5.727, -1.308], [2.038, -4.252, -1.138], [3.920, -4.569, -0.704], [1.347, -3.257, -3.502], [1.451, -5.023, -3.527], [2.289, -4.050, -4.714], [5.000, -6.565, -3.080], [-4.121, -1.877, 4.413], [-5.536, -1.365, 4.867], [-6.199, -2.610, 5.605], [-5.471, -0.200, 6.026], [-4.842, 1.124, 5.439], [-5.591, 1.527, 4.131], [-5.971, 0.463, 3.057], [-7.201, 1.088, 2.236], [-4.894, 0.254, 2.122], [-6.393, -0.733, 3.756], [-7.072, -1.633, 3.007], [-3.617, -2.614, 5.038], [-4.416, -2.450, 3.534], [-3.407, -1.086, 4.181], [-5.478, -3.207, 6.163], [-6.925, -2.157, 6.280], [-6.542, -3.413, 4.953], [-6.519, 0.011, 6.236], [-5.011, -0.424, 6.988], [-4.942, 1.907, 6.190], [-3.760, 1.021, 5.358], [-4.803, 2.070, 3.608], [-6.355, 2.292, 4.274], [-7.644, 0.416, 1.500], [-6.899, 2.020, 1.757], [-7.950, 1.429, 2.951], [-5.191, -0.528, 1.423], [-3.957, 0.067, 2.647], [-4.817, 1.132, 1.480], [-7.989, -1.351, 3.024], [-11.412, -3.632, -1.697], [-10.731, -2.585, -2.411], [-11.347, -2.471, -3.799], [-10.888, -1.153, -1.802], [-10.140, -0.882, -0.520], [-8.711, -1.039, -0.807], [-8.272, -2.424, -1.374], [-6.858, -2.264, -1.867], [-8.318, -3.470, -0.240], [-9.212, -2.733, -2.484], [-8.847, -3.926, -3.175], [-11.302, -4.635, -2.107], [-10.853, -3.788, -0.774], [-12.432, -3.262, -1.596], [-11.454, -3.380, -4.391], [-12.388, -2.154, -3.733], [-10.821, -1.699, -4.361], [-10.699, -0.277, -2.423], [-11.950, -1.077, -1.568], [-10.274, 0.186, -0.344], [-10.452, -1.235, 0.462], [-8.222, -1.027, 0.167], [-8.254, -0.283, -1.446], [-6.388, -3.240, -1.987], [-6.398, -1.621, -1.116], [-6.942, -1.775, -2.837], [-7.445, -3.425, 0.410], [-8.641, -4.429, -0.646], [-9.204, -3.228, 0.347], [-8.853, -4.574, -2.467], [-3.805, -5.360, 4.076], [-2.491, -6.090, 3.704], [-1.530, -4.945, 3.103], [-1.886, -6.732, 4.977], [-0.755, -7.707, 4.561], [-1.351, -8.826, 3.625], [-1.892, -8.190, 2.303], [-0.883, -7.759, 1.205], [-2.630, -9.272, 1.471], [-2.815, -7.081, 2.651], [-3.629, -6.597, 1.590], [-4.717, -5.918, 4.290], [-3.562, -4.692, 4.902], [-4.152, -4.768, 3.229], [-1.403, -4.160, 3.849], [-0.560, -5.442, 3.085], [-1.851, -4.499, 2.162], [-1.328, -5.985, 5.543], [-2.611, -7.325, 5.533], [0.011, -7.155, 4.016], [-0.399, -8.211, 5.459], [-2.105, -9.357, 4.206], [-0.455, -9.441, 3.534], [-0.213, -6.973, 1.553], [-1.245, -7.379, 0.250], [-0.133, -8.544, 1.105], [-2.046, -10.152, 1.197], [-3.174, -8.793, 0.658], [-3.387, -9.537, 2.208], [-2.884, -6.216, 1.122], [2.710, 6.553, -2.458], [2.159, 7.969, -2.067], [3.126, 9.099, -2.567], [0.827, 8.149, -2.923], [-0.229, 7.253, -2.311], [-0.444, 7.603, -0.854], [0.779, 7.520, 0.100], [0.565, 8.340, 1.370], [0.976, 6.022, 0.504], [1.887, 8.021, -0.641], [3.066, 7.954, 0.031], [2.687, 6.176, -3.480], [3.754, 6.452, -2.164], [2.390, 5.719, -1.834], [3.141, 9.396, -3.616], [2.962, 9.976, -1.940], [4.166, 8.864, -2.344], [0.496, 9.182, -2.823], [0.945, 8.014, -3.999], [-1.200, 7.252, -2.806], [0.013, 6.197, -2.432], [-1.181, 6.909, -0.450], [-0.899, 8.593, -0.826], [-0.186, 7.961, 2.063], [0.305, 9.364, 1.102], [1.458, 8.400, 1.994], [1.129, 5.341, -0.333], [0.100, 5.782, 1.107], [1.834, 5.948, 1.173], [2.843, 8.441, 0.828], [5.254, 0.255, 2.532], [5.491, 1.485, 3.416], [5.750, 1.148, 4.926], [6.808, 2.162, 2.854], [7.033, 3.619, 3.393], [5.946, 4.547, 3.017], [4.526, 3.922, 3.468], [4.307, 4.286, 4.981], [3.439, 4.637, 2.655], [4.357, 2.462, 3.262], [3.161, 1.918, 3.403], [4.319, -0.232, 2.808], [5.293, 0.484, 1.467], [6.050, -0.468, 2.708], [6.042, 1.999, 5.542], [4.950, 0.707, 5.522], [6.637, 0.516, 4.954], [7.762, 1.636, 2.864], [6.698, 2.340, 1.785], [7.193, 3.752, 4.463], [7.920, 3.991, 2.881], [6.015, 4.761, 1.950], [6.151, 5.467, 3.565], [3.505, 3.892, 5.605], [4.182, 5.364, 5.084], [5.214, 4.196, 5.579], [3.636, 5.677, 2.396], [2.514, 4.544, 3.223], [3.393, 4.096, 1.710], [3.149, 1.655, 4.327], [6.918, -8.324, 4.282], [5.436, -7.999, 3.917], [4.795, -9.302, 3.352], [4.713, -7.710, 5.309], [3.238, -7.136, 5.045], [3.360, -5.822, 4.353], [4.064, -5.965, 2.946], [3.182, -6.689, 1.865], [4.438, -4.520, 2.584], [5.390, -6.698, 3.199], [6.247, -6.808, 2.082], [7.611, -8.033, 3.493], [7.213, -7.864, 5.225], [7.041, -9.406, 4.332], [4.502, -9.977, 4.156], [3.843, -9.179, 2.837], [5.523, -9.743, 2.672], [4.597, -8.670, 5.813], [5.266, -7.003, 5.928], [2.629, -7.856, 4.499], [2.712, -6.993, 5.989], [3.893, -5.175, 5.050], [2.386, -5.345, 4.245], [3.675, -6.896, 0.915], [2.386, -6.007, 1.567], [2.646, -7.595, 2.146], [3.603, -3.895, 2.265], [5.040, -4.670, 1.688], [5.046, -3.893, 3.235], [7.136, -6.677, 2.421], [4.374, 3.792, -4.091], [5.879, 3.621, -4.286], [6.141, 3.701, -5.777], [6.577, 4.812, -3.604], [6.632, 4.732, -2.043], [7.088, 3.386, -1.448], [6.431, 2.187, -2.109], [7.321, 1.056, -1.677], [5.078, 2.000, -1.484], [6.379, 2.410, -3.613], [6.111, 1.187, -4.358], [4.100, 4.253, -3.142], [4.087, 4.528, -4.842], [3.907, 2.828, -4.293], [7.149, 3.428, -6.088], [5.476, 2.990, -6.268], [6.117, 4.716, -6.175], [7.606, 4.819, -3.964], [5.983, 5.688, -3.864], [7.176, 5.634, -1.761], [5.686, 4.962, -1.552], [6.715, 3.479, -0.428], [8.169, 3.377, -1.308], [6.945, 0.147, -2.147], [7.351, 0.886, -0.601], [8.274, 1.215, -2.182], [4.437, 1.245, -1.939], [4.475, 2.894, -1.642], [5.046, 1.856, -0.404], [6.841, 1.084, -4.973], [-7.468, 1.181, -4.327], [-7.182, 2.460, -3.896], [-5.775, 2.744, -3.569], [-5.820, 4.176, -2.949], [-4.477, 4.630, -2.288], [-6.963, 4.421, -2.037], [-7.002, 1.191, -5.312], [-8.523, 0.962, -4.492], [-7.064, 0.384, -3.702], [-5.561, 1.933, -2.873], [-5.164, 2.827, -4.468], [-6.006, 4.832, -3.799], [-4.600, 5.536, -1.695], [-3.779, 4.877, -3.088], [-4.056, 3.785, -1.743], [-7.727, 3.830, -2.331], [-6.761, 4.039, -1.124], [-2.539, 5.783, 6.799], [-1.309, 5.303, 6.281], [-1.015, 3.898, 6.317], [-0.147, 3.520, 5.110], [-0.729, 3.865, 3.748], [0.181, 2.119, 5.253], [-3.454, 5.419, 6.333], [-2.520, 6.852, 6.589], [-2.764, 5.576, 7.845], [-0.515, 3.704, 7.267], [-1.947, 3.334, 6.313], [0.754, 4.133, 5.133], [-0.026, 3.577, 2.966], [-1.056, 4.901, 3.660], [-1.615, 3.264, 3.547], [0.438, 1.881, 6.200], [1.057, 2.098, 4.751], [1.667, 1.537, -0.218], [0.261, 1.198, -0.352], [-0.066, -0.118, -0.029], [-1.509, -0.232, 0.475], [-1.919, -1.523, 1.163], [-2.433, -0.059, -0.589], [1.830, 2.586, -0.466], [2.243, 0.922, -0.909], [2.107, 1.254, 0.738], [0.233, -0.765, -0.854], [0.584, -0.529, 0.743], [-1.655, 0.585, 1.182], [-2.928, -1.841, 0.898], [-1.885, -1.346, 2.238], [-1.226, -2.316, 0.882], [-2.123, -0.738, -1.270], [-2.164, 0.866, -0.892]], "relative_energy_kcal_mol": 265.8, "smiles": "CC1(C)CCCC(C)(C)N1O.CC1(C)CCCC(C)(C)N1O.CC1(C)CCCC(C)(C)N1O.CC1(C)CCCC(C)(C)N1O.CC1(C)CCCC(C)(C)N1O.CC1(C)CCCC(C)(C)N1O.CC1(C)CCCC(C)(C)N1O.CC1(C)CCCC(C)(C)N1O.CC1(C)CCCC(C)(C)N1O.COC[C@H](C)N.COC[C@H](C)N.COC[C@H](C)N", "charge": 0, "orbital_gap_ha": 0.293, "e_tot_ev": -142177.4591}

{"formula": "C2H3F3NOS", "method": "wB97M-V/def2-TZVPD", "species": ["F", "C", "F", "F", "O", "C", "N", "S", "H", "H", "H"], "positions_angstrom": [[-1.933, -0.563, 0.486], [-0.670, -1.288, 0.767], [-0.466, -1.334, 2.251], [-0.883, -2.723, 0.345], [0.502, -0.803, 0.017], [0.719, 0.641, 0.193], [1.672, 1.070, -0.940], [0.693, 1.516, -2.317], [1.292, 0.924, 1.196], [-0.235, 1.307, 0.071], [-0.691, 1.252, -2.070]], "smiles": "FC(F)(F)OC[N-]S", "charge": -1, "orbital_gap_ha": 0.214, "e_tot_ev": -24645.5187}

{"formula": "C30H32BrN4O3Ru", "method": "wB97M-V/def2-TZVPD", "species": ["Ru", "C", "C", "C", "C", "C", "N", "C", "C", "C", "N", "C", "C", "C", "C", "C", "C", "C", "C", "N", "C", "C", "C", "N", "C", "C", "C", "C", "O", "C", "O", "H", "H", "H", "H", "H", "H", "H", "H", "H", "H", "H", "H", "H", "H", "H", "H", "H", "H", "H", "H", "H", "H", "H", "H", "H", "H", "H", "H", "Br", "C", "C", "C", "C", "C", "C", "H", "H", "H", "H", "O"], "positions_angstrom": [[-1.173, -0.978, 0.288], [1.617, 4.160, 4.246], [0.946, 3.341, 3.170], [1.024, 3.703, 1.831], [0.428, 2.919, 0.831], [0.635, 3.270, -0.539], [0.329, 2.395, -1.542], [0.458, 2.524, -2.965], [1.163, 1.281, -3.487], [2.659, 1.315, -3.247], [3.046, 1.137, -1.832], [3.055, 0.072, -1.112], [2.585, -1.249, -1.503], [3.237, -2.003, -2.480], [2.797, -3.280, -2.778], [3.468, -4.120, -3.836], [1.745, -3.800, -2.016], [1.104, -3.054, -1.043], [0.103, -3.728, -0.201], [-0.929, -3.138, 0.257], [-1.711, -3.863, 1.251], [-1.298, -3.397, 2.636], [-1.834, -2.027, 3.100], [-1.213, -0.920, 2.361], [-0.969, 0.147, 3.027], [-0.342, 1.372, 2.527], [0.272, 2.178, 3.503], [-0.318, 1.734, 1.169], [-0.907, 1.040, 0.236], [1.469, -1.713, -0.768], [0.883, -0.954, 0.089], [2.059, 5.068, 3.834], [2.415, 3.588, 4.723], [0.898, 4.459, 5.009], [1.573, 4.596, 1.551], [1.073, 4.227, -0.799], [-0.119, 1.554, -1.197], [1.007, 3.439, -3.206], [-0.546, 2.602, -3.398], [1.016, 1.235, -4.571], [0.705, 0.373, -3.090], [3.071, 2.275, -3.553], [3.163, 0.547, -3.830], [3.324, 1.977, -1.336], [3.380, 0.205, -0.084], [4.103, -1.598, -2.994], [4.069, -3.504, -4.505], [2.725, -4.631, -4.448], [4.120, -4.867, -3.382], [1.415, -4.819, -2.187], [0.307, -4.776, 0.029], [-1.569, -4.945, 1.158], [-2.763, -3.672, 1.083], [-0.206, -3.382, 2.708], [-1.659, -4.144, 3.348], [-1.607, -1.951, 4.167], [-2.918, -1.968, 2.987], [-1.205, 0.171, 4.092], [0.235, 1.863, 4.541], [-6.764, 2.950, -0.021], [-5.214, 1.859, 0.103], [-4.515, 1.528, -1.045], [-3.386, 0.733, -0.951], [-2.948, 0.263, 0.283], [-3.661, 0.601, 1.427], [-4.794, 1.400, 1.336], [-4.844, 1.886, -2.012], [-2.835, 0.472, -1.850], [-3.343, 0.244, 2.394], [-5.343, 1.659, 2.232], [-2.747, -1.880, 0.280]], "relative_energy_kcal_mol": 70.5, "s_squared": 0.81, "charge": 0, "multiplicity": 2, "orbital_gap_ha": [0.156, 0.183], "e_tot_ev": -116350.3211}